155
Properties=species:S:1:pos:R:3:forces:R:3:mulliken_charge:R:1 method="wB97M-V/def2-TZVPD" gap_ev="4.675 / 4.668" lumo_energy_ev="3.7 / 3.7" charge=-2 e_homo_ha="-0.0347 / -0.0345" largest_force_ha_per_bohr=0.081 multiplicity=2
V -1.238 -1.219 -0.485 2.11 -2.22 -1.33 1.395
C 1.804 -2.885 0.425 -0.26 -0.78 -0.77 -1.357
C 1.661 -2.354 1.699 -0.81 -0.03 1.25 -0.497
C 0.831 -3.304 2.453 0.98 1.28 0.18 0.112
C 0.545 -4.347 1.589 0.12 -0.44 -1.15 -1.004
C 1.146 -4.124 0.335 -0.30 0.24 0.16 0.413
C 1.321 -5.145 -0.754 0.07 -0.19 0.10 2.900
C 2.281 -6.214 -0.195 -0.13 0.04 -0.32 -2.118
C 1.925 -4.528 -2.017 -0.10 -0.16 0.23 -2.200
C -0.001 -5.812 -1.144 0.22 0.09 0.00 -1.763
C 0.188 -3.313 3.835 -0.15 0.02 0.05 3.468
C 0.939 -2.566 4.939 -0.13 -0.11 -0.16 -2.160
C 0.032 -4.766 4.330 0.01 0.19 0.01 -2.219
C -1.221 -2.716 3.716 -0.01 -0.03 0.21 -1.316
C 2.391 -1.072 2.075 0.03 0.00 0.12 3.862
C 3.456 -1.327 3.162 -0.04 0.10 -0.09 -1.961
C 3.155 -0.500 0.868 -0.16 -0.04 0.20 -2.051
C 1.409 0.024 2.500 0.25 -0.14 -0.02 0.361
H 2.381 -2.460 -0.372 0.21 0.12 -0.19 0.266
H -0.070 -5.201 1.814 -0.09 -0.22 0.09 0.192
H 3.221 -5.750 0.099 0.08 0.04 0.04 0.370
H 2.484 -6.982 -0.944 0.09 -0.23 -0.14 0.470
H 1.843 -6.683 0.685 -0.02 -0.04 0.07 0.329
H 2.936 -4.169 -1.834 0.11 0.11 0.03 0.338
H 1.306 -3.700 -2.355 0.03 0.06 -0.03 0.193
H 1.965 -5.272 -2.813 0.02 -0.08 -0.14 0.590
H -0.475 -6.287 -0.286 -0.08 0.00 0.12 0.278
H 0.180 -6.577 -1.904 -0.05 -0.11 -0.09 0.498
H -0.682 -5.072 -1.559 -0.06 -0.01 0.00 0.179
H 1.909 -3.027 5.125 0.11 0.03 0.01 0.391
H 0.360 -2.596 5.864 -0.07 -0.06 0.10 0.554
H 1.079 -1.525 4.682 0.13 0.16 0.02 0.071
H 0.961 -5.319 4.202 0.09 -0.03 -0.01 0.379
H -0.753 -5.283 3.786 -0.06 -0.12 -0.07 0.311
H -0.234 -4.777 5.389 -0.10 0.02 0.14 0.513
H -1.171 -1.668 3.423 0.09 0.03 -0.02 -0.607
H -1.761 -2.780 4.662 -0.13 0.01 0.25 0.657
H -1.794 -3.248 2.960 0.00 -0.06 -0.10 0.132
H 3.984 -2.257 2.955 0.04 -0.07 -0.07 0.340
H 3.035 -1.399 4.156 -0.07 -0.04 0.14 0.245
H 4.186 -0.516 3.173 0.11 0.17 0.04 0.487
H 3.933 -1.182 0.532 0.07 -0.05 -0.09 0.550
H 3.622 0.447 1.143 0.06 0.10 0.07 0.597
H 2.470 -0.301 0.045 0.00 -0.05 -0.18 -0.506
H 0.695 -0.331 3.236 -0.10 -0.04 -0.01 -1.529
H 0.842 0.351 1.624 -0.07 0.03 0.06 -0.657
H 1.934 0.885 2.916 0.12 0.27 0.05 0.541
O -4.339 -2.276 1.380 0.80 0.61 -0.10 -0.711
C -3.409 -1.485 1.527 -2.93 -0.30 1.45 -0.085
O -2.280 -1.534 0.959 0.30 -0.61 0.13 1.050
C -3.588 -0.318 2.528 0.57 -0.12 -0.35 -1.654
P -1.995 0.636 2.637 -0.54 0.55 0.40 0.948
C -2.249 1.288 4.352 0.02 0.22 0.31 0.698
C -3.411 1.978 4.718 0.30 -0.32 -0.27 -0.594
C -3.582 2.447 6.000 -0.08 0.14 0.43 -0.697
C -2.591 2.254 6.959 0.16 -0.12 -0.21 -0.496
C -1.416 1.601 6.599 -0.32 0.34 0.61 -0.726
C -1.250 1.129 5.314 -0.13 -0.20 -0.55 -0.161
C -2.348 2.259 1.836 0.05 -0.09 -0.01 1.310
C -3.499 2.685 1.183 0.09 -0.21 0.14 -0.316
C -3.586 3.978 0.693 -0.12 0.16 -0.14 -0.615
C -2.535 4.863 0.851 -0.03 0.04 0.00 -0.797
C -1.381 4.447 1.498 -0.03 0.19 -0.01 -0.324
C -1.291 3.158 1.975 -0.02 -0.15 0.08 -1.474
H -3.807 -0.735 3.520 0.04 0.02 -0.29 0.638
H -4.448 0.289 2.228 0.05 -0.14 0.03 0.886
H -4.177 2.147 3.975 -0.10 0.04 -0.06 0.242
H -4.492 2.973 6.263 -0.01 0.00 0.01 0.401
H -2.737 2.612 7.970 0.04 0.03 0.03 0.358
H -0.633 1.469 7.336 0.04 -0.04 -0.02 0.442
H -0.331 0.626 5.050 0.09 -0.10 -0.09 0.359
H -4.341 2.022 1.038 -0.02 -0.08 0.03 0.252
H -4.483 4.292 0.176 -0.03 0.00 -0.04 0.372
H -2.609 5.872 0.470 0.00 0.06 -0.07 0.390
H -0.556 5.134 1.624 0.11 0.03 -0.01 0.318
H -0.399 2.824 2.492 0.13 0.04 -0.05 0.432
C 1.417 -0.980 -3.186 -0.11 0.01 0.05 -0.682
C 0.455 -1.329 -4.317 0.11 0.09 0.19 -0.011
C -0.581 -0.221 -4.515 0.07 -0.06 -0.01 -1.146
C -0.294 -2.625 -4.125 -0.49 0.30 0.74 -0.029
C -0.189 -3.595 -5.095 -0.05 -0.52 -0.30 -0.755
C -1.028 -4.701 -5.129 -0.08 0.17 0.11 -1.394
C -2.099 -4.725 -4.244 0.20 -0.28 -0.54 -0.526
C -2.260 -3.782 -3.255 0.44 0.77 0.51 -0.129
C -3.542 -3.791 -2.457 -0.08 0.04 0.23 0.188
C -3.350 -4.267 -1.017 0.00 0.03 -0.12 -1.288
C -4.190 -2.405 -2.502 0.10 -0.13 0.02 -1.387
C -1.240 -2.776 -3.036 -0.15 -2.46 -3.34 0.407
N -1.157 -2.065 -1.944 -0.48 1.44 2.40 0.213
H 1.834 0.013 -3.352 0.11 0.14 0.04 0.440
H 2.232 -1.701 -3.141 0.07 -0.04 0.11 0.350
H 0.879 -0.978 -2.232 0.38 0.05 -0.22 -0.368
H 1.034 -1.410 -5.249 -0.08 -0.10 0.11 0.831
H -1.177 -0.110 -3.609 -0.02 0.06 0.00 -0.165
H -1.248 -0.472 -5.339 -0.11 0.01 -0.06 0.515
H -0.090 0.723 -4.737 0.04 0.19 -0.01 0.354
H 0.562 -3.483 -5.871 0.06 0.07 0.03 0.373
H -0.897 -5.481 -5.867 -0.02 0.01 -0.05 0.330
H -2.849 -5.501 -4.352 -0.05 -0.03 0.09 0.375
H -4.228 -4.500 -2.945 0.15 0.10 -0.02 0.683
H -2.620 -3.640 -0.504 -0.10 -0.26 0.06 -0.261
H -3.004 -5.301 -1.006 0.09 -0.03 0.05 0.348
H -4.289 -4.202 -0.472 -0.04 0.03 0.12 0.603
H -3.517 -1.674 -2.046 -0.25 -0.07 -0.09 -0.126
H -5.133 -2.403 -1.957 -0.08 0.04 0.10 0.509
H -4.379 -2.100 -3.533 0.01 0.07 -0.03 0.503
C 7.254 5.012 0.774 -0.05 -0.06 -0.04 -1.630
C 5.930 4.363 0.488 0.03 0.03 0.05 1.031
C 4.844 4.539 1.323 0.10 0.04 -0.06 -1.047
C 3.612 3.957 1.046 -0.21 -0.04 0.17 1.070
C 2.510 4.195 2.041 -0.08 -0.03 0.05 -0.905
C 3.425 3.180 -0.098 -0.36 -0.09 0.01 -0.538
Te 1.381 2.470 -0.722 1.22 0.42 0.26 0.782
N -1.120 0.406 -0.933 0.10 1.38 0.48 0.070
C -1.507 1.485 -1.514 0.61 1.63 -0.86 -0.239
O -0.771 2.501 -1.762 -1.21 -0.64 0.07 -0.599
C -2.906 1.528 -2.029 -0.75 -0.07 -0.36 1.025
C -3.181 2.243 -3.198 0.29 -0.04 0.34 -0.589
C -4.449 2.238 -3.746 -0.30 -0.01 -0.12 -0.658
C -5.471 1.524 -3.135 0.07 0.05 0.10 -0.812
C -5.209 0.819 -1.967 -0.39 0.03 -0.10 -0.588
C -3.940 0.809 -1.424 0.46 0.26 -0.07 -0.973
C 1.335 4.327 -1.778 -0.20 -0.17 0.17 0.422
C 1.335 5.501 -1.046 0.03 0.05 0.17 -0.279
C 1.274 6.741 -1.659 -0.01 0.21 0.04 -1.056
C 1.204 6.814 -3.037 -0.07 0.16 -0.07 -0.728
C 1.193 5.645 -3.780 0.05 0.15 -0.11 -0.760
C 1.260 4.400 -3.168 0.02 -0.13 -0.09 1.264
C 1.221 3.148 -3.979 -0.06 -0.05 -0.09 -0.738
C 4.539 2.974 -0.920 0.12 -0.23 -0.20 1.422
C 4.471 2.110 -2.148 -0.13 -0.08 -0.01 -1.520
C 5.763 3.559 -0.627 -0.06 0.07 0.06 -0.714
H 7.219 5.571 1.707 0.05 0.06 0.07 0.355
H 7.526 5.698 -0.029 0.08 0.07 -0.03 0.312
H 8.039 4.260 0.849 0.12 0.00 0.03 0.331
H 4.950 5.155 2.209 0.01 0.04 0.10 0.301
H 2.778 3.783 3.016 -0.03 -0.03 0.04 0.601
H 1.591 3.721 1.699 -0.02 0.07 0.16 -1.102
H 2.335 5.265 2.173 -0.05 0.06 0.05 0.403
H -2.376 2.789 -3.668 0.08 0.07 0.01 0.334
H -4.654 2.793 -4.654 0.06 -0.02 -0.01 0.427
H -6.465 1.523 -3.566 0.01 -0.03 0.03 0.343
H -6.012 0.270 -1.488 0.06 -0.07 0.04 0.447
H -3.727 0.250 -0.521 -0.06 -0.01 -0.06 0.766
H 1.383 5.444 0.029 0.00 0.03 0.18 0.273
H 1.265 7.645 -1.060 0.02 -0.02 0.00 0.434
H 1.138 7.777 -3.532 0.02 -0.01 -0.02 0.345
H 1.129 5.703 -4.860 0.00 -0.05 -0.05 0.403
H 1.101 3.353 -5.043 0.01 0.04 -0.06 0.529
H 0.384 2.552 -3.622 0.02 -0.15 -0.15 -0.382
H 2.132 2.571 -3.826 0.01 -0.11 -0.05 0.072
H 3.536 1.551 -2.160 0.15 -0.04 -0.15 -0.480
H 5.305 1.405 -2.169 0.02 0.00 -0.04 0.567
H 4.525 2.729 -3.045 -0.03 -0.03 -0.11 0.398
H 6.605 3.396 -1.291 0.05 -0.07 -0.07 0.369